Entry 1:
65
Properties=species:S:1:pos:R:3:forces:R:3 method="wB97M-V/def2-TZVPD" total_charge=+1 multiplicity=5 homo_ev="-9.34 / -10.48" lumo_ha="-0.10728 / -0.16311" relative_energy_kcal_mol=11.5
Rh 0.079 -0.753 -0.058 0.9 0.4 0.0
N -4.234 -0.363 0.555 -0.2 -0.1 0.2
C -2.913 -0.105 0.500 0.2 0.1 0.0
S -1.829 -1.350 1.106 -0.5 -0.1 0.4
N -2.525 1.030 -0.001 -0.1 -0.1 -0.1
N -1.169 1.121 -0.093 -0.4 -0.6 0.1
C -0.641 2.278 -0.096 0.4 0.6 0.0
C -1.413 3.548 -0.060 0.0 0.0 0.0
C -2.397 3.802 -1.013 0.1 0.0 -0.1
C -3.094 4.999 -0.993 0.0 0.0 0.0
C -2.828 5.947 -0.012 0.0 0.0 0.0
C -1.858 5.695 0.947 0.0 0.0 0.0
C -1.150 4.503 0.918 0.0 -0.1 0.1
C 0.845 2.300 -0.099 -0.2 0.2 -0.1
C 1.536 3.489 -0.247 0.1 0.3 -0.1
C 2.919 3.493 -0.162 0.0 0.1 0.0
C 3.571 2.298 0.060 0.0 -0.2 0.0
C 2.812 1.141 0.150 0.0 0.0 -0.1
N 1.481 1.132 0.069 0.1 -0.2 0.1
H -4.551 -1.110 1.150 0.0 0.0 -0.1
H -4.868 0.403 0.388 0.0 0.0 -0.1
H -2.610 3.064 -1.775 0.0 0.0 0.0
H -3.853 5.190 -1.741 0.0 0.0 0.0
H -3.372 6.882 0.001 0.0 0.0 0.0
H -1.651 6.426 1.718 0.0 0.0 0.0
H -0.399 4.305 1.677 0.0 0.0 0.0
H 0.988 4.402 -0.431 0.1 0.0 0.0
H 3.474 4.416 -0.270 0.0 0.0 0.0
H 4.647 2.244 0.147 0.0 0.0 0.0
H 3.293 0.183 0.283 0.0 0.0 0.1
C -0.545 0.642 -3.110 0.0 0.0 0.0
N 0.189 -0.482 -2.526 0.1 0.0 0.0
C 1.628 -0.337 -2.792 0.0 0.0 0.0
C -0.286 -1.746 -3.102 0.0 0.0 -0.1
C -0.004 -2.929 -2.220 0.0 0.0 0.0
C 0.118 -4.199 -2.789 0.0 0.0 0.0
C 0.197 -5.318 -1.982 0.0 0.0 0.1
C 0.128 -5.171 -0.597 0.0 0.0 -0.1
C 0.036 -3.907 -0.043 0.0 0.1 0.1
C 0.015 -2.762 -0.842 0.0 -0.7 -0.5
H -0.414 0.674 -4.198 0.0 0.0 0.0
H -0.180 1.580 -2.693 0.0 0.0 0.0
H -1.606 0.545 -2.884 0.0 0.0 0.0
H 1.826 -0.394 -3.869 0.0 0.0 0.0
H 2.179 -1.137 -2.295 0.0 0.0 0.0
H 1.981 0.623 -2.425 0.0 0.0 0.0
H 0.145 -1.890 -4.100 0.0 0.0 0.0
H -1.368 -1.664 -3.229 0.0 0.0 0.0
H 0.131 -4.306 -3.869 0.0 0.0 0.1
H 0.289 -6.302 -2.423 0.0 0.0 0.0
H 0.139 -6.046 0.043 0.0 0.0 0.0
H -0.029 -3.814 1.037 0.0 0.0 0.0
C 0.906 -0.678 3.915 0.1 0.0 0.0
N 1.226 -2.094 3.803 -0.1 0.1 0.0
C 0.991 -3.063 4.768 0.0 0.2 0.0
C 1.403 -4.239 4.263 0.1 -0.1 -0.2
N 1.881 -3.969 2.994 0.0 -0.2 0.0
C 1.779 -2.656 2.705 -0.1 0.0 0.3
S 2.279 -1.902 1.276 -0.2 0.3 0.1
H 0.313 -0.528 4.813 0.0 0.0 0.0
H 0.337 -0.363 3.043 -0.1 0.0 0.0
H 1.819 -0.088 3.971 0.0 0.0 0.0
H 0.561 -2.829 5.725 0.0 0.0 0.0
H 1.404 -5.225 4.690 0.0 0.0 0.0
H 2.242 -4.633 2.328 0.0 0.0 0.0

---

Entry 2:
16
Properties=species:S:1:pos:R:3:forces:R:3 method="wB97M-V/def2-TZVPD" total_charge=-1 multiplicity=2 homo_ev="-4.75 / -4.07" lumo_ha="0.13379 / 0.03364" relative_energy_kcal_mol=0.0
O 0.001 0.382 -1.824 0.3 0.0 0.3
O 0.241 1.791 -0.022 0.1 0.4 0.0
C 1.062 2.616 0.625 -0.1 -0.2 0.1
C 0.644 3.581 1.459 0.1 0.4 -0.4
C 0.846 0.705 -0.876 -1.3 0.0 0.1
H 2.133 2.473 0.425 -0.2 -0.1 0.2
H 1.797 1.174 -1.233 -0.1 -0.3 -0.1
H 1.379 4.219 1.948 -0.2 -0.2 -0.2
H -0.407 3.869 1.513 0.3 -0.4 0.2
Hg -2.290 -1.494 -0.972 0.6 0.5 0.0
O -0.633 -0.818 1.580 1.8 0.1 -0.1
O -0.333 -2.194 -0.074 0.9 -1.6 -1.1
C 0.109 -1.255 0.663 -3.4 2.0 0.4
C 1.256 -0.444 0.088 1.2 -1.0 0.6
H 1.859 -1.122 -0.535 0.0 0.2 0.2
H 1.864 -0.074 0.924 0.0 0.2 -0.3

---

Entry 3:
52
Properties=species:S:1:pos:R:3:forces:R:3 method="wB97M-V/def2-TZVPD" total_charge=0 multiplicity=1 homo_ev=-8.57 lumo_ha=0.00360 relative_energy_kcal_mol=9.5
C 2.204 1.298 2.676 0.1 -3.6 -1.7
S 0.680 2.239 3.004 1.8 -0.4 1.9
O 0.813 2.490 4.497 -0.8 -0.1 -1.3
C 1.252 3.739 2.225 -0.8 1.1 2.3
H 2.206 0.153 3.073 -0.9 2.6 -1.0
H 3.088 1.647 3.160 0.3 1.2 0.5
H 2.420 1.246 1.545 -0.4 0.1 1.6
H 2.193 4.070 2.603 0.6 0.1 1.2
H 0.508 4.526 2.398 0.1 -0.3 0.0
H 1.489 3.683 1.244 0.0 -0.7 -3.5
C -1.362 -1.009 4.699 0.8 3.3 0.8
S -0.870 -1.085 2.953 2.8 -1.8 0.5
O 0.333 -2.085 2.709 -2.5 2.3 0.8
C -2.284 -1.974 2.379 0.6 -0.8 -3.3
H -2.313 -0.482 4.603 -0.2 0.0 0.1
H -0.758 -0.351 5.462 -0.6 -1.2 -2.0
H -1.557 -1.915 5.160 -0.2 -2.1 0.5
H -3.073 -1.332 1.912 0.1 -0.4 1.6
H -2.513 -2.913 2.964 0.0 1.3 -0.8
H -1.809 -2.202 1.325 -0.7 -0.6 1.8
C -1.389 0.899 -1.873 2.5 1.4 0.9
S -0.713 -0.035 -0.452 -0.7 -3.4 -3.4
O -0.995 -1.487 -1.008 0.4 2.2 2.0
C 1.081 0.137 -0.785 0.7 2.6 -0.4
H -1.341 0.501 -2.873 1.5 -0.6 -0.2
H -0.949 1.894 -1.719 0.2 0.0 -0.8
H -2.390 1.098 -1.891 -3.1 0.1 1.3
H 1.591 -0.284 0.133 -0.5 -0.3 -1.5
H 1.392 1.331 -0.689 -0.9 -2.9 -0.7
H 1.278 -0.307 -1.870 -0.2 0.8 2.7
C -1.989 4.523 -0.154 3.3 2.8 -0.3
S -3.704 4.410 -0.255 -4.0 1.9 -0.2
O -4.280 5.832 -0.086 1.4 -2.2 -0.3
C -3.922 3.914 -2.032 2.0 1.2 -2.0
H -1.387 3.576 -0.151 -0.9 0.7 0.7
H -1.697 5.410 0.678 -0.9 -2.9 -2.1
H -1.725 4.968 -1.146 0.2 0.1 0.8
H -4.922 3.971 -2.500 0.3 0.4 1.0
H -3.695 2.890 -1.964 0.2 -1.6 0.0
H -3.138 4.298 -2.879 -1.7 -0.3 2.4
C 3.120 -6.105 -3.046 -0.1 -2.3 2.2
C 2.121 -5.581 -1.996 1.2 -0.5 -1.3
C 1.741 -4.164 -2.152 0.3 -7.1 3.2
C 2.161 -3.444 -3.142 4.0 2.7 -6.1
C 3.073 -3.958 -4.140 1.7 -2.0 0.4
C 3.671 -5.333 -4.038 -6.0 5.9 3.0
H 3.686 -7.172 -3.188 -2.2 2.0 1.5
H 1.636 -6.234 -1.027 1.8 1.9 -3.3
H 1.190 -3.901 -1.326 -1.6 1.5 1.4
H 2.047 -2.366 -3.300 -0.7 -0.4 0.5
H 3.537 -3.345 -4.969 -1.1 -0.3 1.2
H 4.266 -5.679 -4.751 2.7 -1.4 -2.7

---

Entry 4:
39
Properties=species:S:1:pos:R:3:forces:R:3 method="wB97M-V/def2-TZVPD" total_charge=+4 multiplicity=2 homo_ev="-25.64 / -25.57" lumo_ha="-0.65474 / -0.64553" relative_energy_kcal_mol=0.0
Tc -0.146 -0.038 0.018 -0.2 0.5 0.1
N -2.049 -0.846 0.704 0.1 -0.2 0.1
C -1.971 -1.585 2.022 -0.1 0.0 -0.1
C -0.674 -2.342 2.008 0.2 0.1 0.0
N 0.404 -1.312 1.646 0.1 -0.2 0.0
H -2.755 -0.106 0.774 0.0 0.0 0.0
H -2.407 -1.502 0.002 0.0 0.0 0.0
H -2.829 -2.254 2.110 0.0 0.0 0.0
H -2.026 -0.851 2.827 0.0 0.0 0.0
H -0.640 -3.123 1.247 0.0 0.0 0.0
H -0.429 -2.784 2.974 0.0 0.0 0.0
H 1.289 -1.812 1.508 0.0 0.0 0.0
H 0.562 -0.745 2.492 0.0 0.0 0.0
C 3.788 1.981 1.135 0.1 0.1 -0.1
C 2.418 1.279 1.284 -0.1 0.0 0.0
N 1.871 0.852 -0.061 0.4 -0.3 0.1
C 2.874 -0.070 -0.720 -0.1 0.0 0.0
C 4.255 0.615 -0.862 0.0 0.1 0.0
N 4.143 2.012 -0.321 0.0 -0.1 0.0
C 3.119 2.792 -1.087 0.1 0.0 0.0
C 1.744 2.101 -0.915 -0.1 -0.1 0.0
H 4.578 1.450 1.663 0.0 0.0 0.0
H 3.759 3.009 1.495 0.0 0.0 0.0
H 1.697 1.957 1.746 0.0 0.0 0.0
H 2.530 0.393 1.907 0.0 0.0 0.0
H 2.484 -0.345 -1.700 0.0 0.0 0.0
H 2.964 -0.971 -0.114 0.0 0.0 0.0
H 4.570 0.681 -1.902 0.0 0.0 0.0
H 5.030 0.099 -0.297 0.0 0.0 0.0
H 5.053 2.477 -0.426 0.0 0.0 0.0
H 3.429 2.820 -2.130 0.0 0.0 0.0
H 3.110 3.809 -0.697 0.0 0.0 0.0
H 1.358 1.807 -1.889 0.0 0.0 0.0
H 1.037 2.776 -0.431 0.0 0.0 0.0
C -1.794 0.617 -2.610 -0.2 -0.3 -0.2
O -0.881 0.343 -1.452 0.0 0.3 -0.2
H -1.197 1.219 -3.297 0.0 0.0 0.0
H -2.633 1.174 -2.188 0.0 0.0 0.0
H -2.081 -0.349 -3.026 0.0 0.0 0.0

---

Please write out number 1 again, unchanged.
65
Properties=species:S:1:pos:R:3:forces:R:3 method="wB97M-V/def2-TZVPD" total_charge=+1 multiplicity=5 homo_ev="-9.34 / -10.48" lumo_ha="-0.10728 / -0.16311" relative_energy_kcal_mol=11.5
Rh 0.079 -0.753 -0.058 0.9 0.4 0.0
N -4.234 -0.363 0.555 -0.2 -0.1 0.2
C -2.913 -0.105 0.500 0.2 0.1 0.0
S -1.829 -1.350 1.106 -0.5 -0.1 0.4
N -2.525 1.030 -0.001 -0.1 -0.1 -0.1
N -1.169 1.121 -0.093 -0.4 -0.6 0.1
C -0.641 2.278 -0.096 0.4 0.6 0.0
C -1.413 3.548 -0.060 0.0 0.0 0.0
C -2.397 3.802 -1.013 0.1 0.0 -0.1
C -3.094 4.999 -0.993 0.0 0.0 0.0
C -2.828 5.947 -0.012 0.0 0.0 0.0
C -1.858 5.695 0.947 0.0 0.0 0.0
C -1.150 4.503 0.918 0.0 -0.1 0.1
C 0.845 2.300 -0.099 -0.2 0.2 -0.1
C 1.536 3.489 -0.247 0.1 0.3 -0.1
C 2.919 3.493 -0.162 0.0 0.1 0.0
C 3.571 2.298 0.060 0.0 -0.2 0.0
C 2.812 1.141 0.150 0.0 0.0 -0.1
N 1.481 1.132 0.069 0.1 -0.2 0.1
H -4.551 -1.110 1.150 0.0 0.0 -0.1
H -4.868 0.403 0.388 0.0 0.0 -0.1
H -2.610 3.064 -1.775 0.0 0.0 0.0
H -3.853 5.190 -1.741 0.0 0.0 0.0
H -3.372 6.882 0.001 0.0 0.0 0.0
H -1.651 6.426 1.718 0.0 0.0 0.0
H -0.399 4.305 1.677 0.0 0.0 0.0
H 0.988 4.402 -0.431 0.1 0.0 0.0
H 3.474 4.416 -0.270 0.0 0.0 0.0
H 4.647 2.244 0.147 0.0 0.0 0.0
H 3.293 0.183 0.283 0.0 0.0 0.1
C -0.545 0.642 -3.110 0.0 0.0 0.0
N 0.189 -0.482 -2.526 0.1 0.0 0.0
C 1.628 -0.337 -2.792 0.0 0.0 0.0
C -0.286 -1.746 -3.102 0.0 0.0 -0.1
C -0.004 -2.929 -2.220 0.0 0.0 0.0
C 0.118 -4.199 -2.789 0.0 0.0 0.0
C 0.197 -5.318 -1.982 0.0 0.0 0.1
C 0.128 -5.171 -0.597 0.0 0.0 -0.1
C 0.036 -3.907 -0.043 0.0 0.1 0.1
C 0.015 -2.762 -0.842 0.0 -0.7 -0.5
H -0.414 0.674 -4.198 0.0 0.0 0.0
H -0.180 1.580 -2.693 0.0 0.0 0.0
H -1.606 0.545 -2.884 0.0 0.0 0.0
H 1.826 -0.394 -3.869 0.0 0.0 0.0
H 2.179 -1.137 -2.295 0.0 0.0 0.0
H 1.981 0.623 -2.425 0.0 0.0 0.0
H 0.145 -1.890 -4.100 0.0 0.0 0.0
H -1.368 -1.664 -3.229 0.0 0.0 0.0
H 0.131 -4.306 -3.869 0.0 0.0 0.1
H 0.289 -6.302 -2.423 0.0 0.0 0.0
H 0.139 -6.046 0.043 0.0 0.0 0.0
H -0.029 -3.814 1.037 0.0 0.0 0.0
C 0.906 -0.678 3.915 0.1 0.0 0.0
N 1.226 -2.094 3.803 -0.1 0.1 0.0
C 0.991 -3.063 4.768 0.0 0.2 0.0
C 1.403 -4.239 4.263 0.1 -0.1 -0.2
N 1.881 -3.969 2.994 0.0 -0.2 0.0
C 1.779 -2.656 2.705 -0.1 0.0 0.3
S 2.279 -1.902 1.276 -0.2 0.3 0.1
H 0.313 -0.528 4.813 0.0 0.0 0.0
H 0.337 -0.363 3.043 -0.1 0.0 0.0
H 1.819 -0.088 3.971 0.0 0.0 0.0
H 0.561 -2.829 5.725 0.0 0.0 0.0
H 1.404 -5.225 4.690 0.0 0.0 0.0
H 2.242 -4.633 2.328 0.0 0.0 0.0

---

Among the records above, which one has the highest multiplicity? C26H29N7RhS2

---

Copy entry 3 word for word.
52
Properties=species:S:1:pos:R:3:forces:R:3 method="wB97M-V/def2-TZVPD" total_charge=0 multiplicity=1 homo_ev=-8.57 lumo_ha=0.00360 relative_energy_kcal_mol=9.5
C 2.204 1.298 2.676 0.1 -3.6 -1.7
S 0.680 2.239 3.004 1.8 -0.4 1.9
O 0.813 2.490 4.497 -0.8 -0.1 -1.3
C 1.252 3.739 2.225 -0.8 1.1 2.3
H 2.206 0.153 3.073 -0.9 2.6 -1.0
H 3.088 1.647 3.160 0.3 1.2 0.5
H 2.420 1.246 1.545 -0.4 0.1 1.6
H 2.193 4.070 2.603 0.6 0.1 1.2
H 0.508 4.526 2.398 0.1 -0.3 0.0
H 1.489 3.683 1.244 0.0 -0.7 -3.5
C -1.362 -1.009 4.699 0.8 3.3 0.8
S -0.870 -1.085 2.953 2.8 -1.8 0.5
O 0.333 -2.085 2.709 -2.5 2.3 0.8
C -2.284 -1.974 2.379 0.6 -0.8 -3.3
H -2.313 -0.482 4.603 -0.2 0.0 0.1
H -0.758 -0.351 5.462 -0.6 -1.2 -2.0
H -1.557 -1.915 5.160 -0.2 -2.1 0.5
H -3.073 -1.332 1.912 0.1 -0.4 1.6
H -2.513 -2.913 2.964 0.0 1.3 -0.8
H -1.809 -2.202 1.325 -0.7 -0.6 1.8
C -1.389 0.899 -1.873 2.5 1.4 0.9
S -0.713 -0.035 -0.452 -0.7 -3.4 -3.4
O -0.995 -1.487 -1.008 0.4 2.2 2.0
C 1.081 0.137 -0.785 0.7 2.6 -0.4
H -1.341 0.501 -2.873 1.5 -0.6 -0.2
H -0.949 1.894 -1.719 0.2 0.0 -0.8
H -2.390 1.098 -1.891 -3.1 0.1 1.3
H 1.591 -0.284 0.133 -0.5 -0.3 -1.5
H 1.392 1.331 -0.689 -0.9 -2.9 -0.7
H 1.278 -0.307 -1.870 -0.2 0.8 2.7
C -1.989 4.523 -0.154 3.3 2.8 -0.3
S -3.704 4.410 -0.255 -4.0 1.9 -0.2
O -4.280 5.832 -0.086 1.4 -2.2 -0.3
C -3.922 3.914 -2.032 2.0 1.2 -2.0
H -1.387 3.576 -0.151 -0.9 0.7 0.7
H -1.697 5.410 0.678 -0.9 -2.9 -2.1
H -1.725 4.968 -1.146 0.2 0.1 0.8
H -4.922 3.971 -2.500 0.3 0.4 1.0
H -3.695 2.890 -1.964 0.2 -1.6 0.0
H -3.138 4.298 -2.879 -1.7 -0.3 2.4
C 3.120 -6.105 -3.046 -0.1 -2.3 2.2
C 2.121 -5.581 -1.996 1.2 -0.5 -1.3
C 1.741 -4.164 -2.152 0.3 -7.1 3.2
C 2.161 -3.444 -3.142 4.0 2.7 -6.1
C 3.073 -3.958 -4.140 1.7 -2.0 0.4
C 3.671 -5.333 -4.038 -6.0 5.9 3.0
H 3.686 -7.172 -3.188 -2.2 2.0 1.5
H 1.636 -6.234 -1.027 1.8 1.9 -3.3
H 1.190 -3.901 -1.326 -1.6 1.5 1.4
H 2.047 -2.366 -3.300 -0.7 -0.4 0.5
H 3.537 -3.345 -4.969 -1.1 -0.3 1.2
H 4.266 -5.679 -4.751 2.7 -1.4 -2.7